(one)
This record from OMol25 describes one molecule with the formula C2H5N3S2. The level of theory is ωB97M-V with the def2-TZVPD basis set.

Element x y z (Å)
1 H 2.38 -1.51 1.25
2 N 2.31 -1.20 0.27
3 C 1.12 -0.92 -0.05
4 N 0.75 -0.69 -1.37
5 S -0.74 -0.85 -2.05
6 S -0.16 -0.56 1.18
7 N -0.63 1.00 0.46
8 C -1.60 1.50 1.20
9 H 1.55 -0.83 -2.00
10 H -1.18 0.43 -2.03
11 H -1.81 2.56 0.96
12 H -1.99 1.07 2.18

Summary:
Charge: 0
E_HOMO in eV: -8.756
SMILES string: [H]/N=C(/NS)SN=C
Frontier orbital gap in eV: 9.2

=====

(two)
This record from OMol25 describes C2H5N3S2 as an isolated structure. The level of theory is ωB97M-V with the def2-TZVPD basis set.

Element x y z (Å)
1 C 0.91 0.01 0.14
2 C -0.08 -0.57 1.16
3 H -1.50 2.19 -0.32
4 H -0.75 1.44 1.40
5 H 0.92 1.74 -1.12
6 H 0.45 -0.98 2.11
7 H -1.20 -0.43 -1.49
8 N -0.44 2.25 0.33
9 N 0.30 1.23 -0.34
10 N -1.26 -0.85 0.85
11 S 2.47 -0.55 -0.29
12 S -2.04 -0.64 -0.60

Summary:
Charge: 0
E_HOMO in eV: -8.799
Frontier orbital gap in eV: 8.0

=====

(three)
This record from OMol25 describes a 2-piece molecular cluster, C2H5N3S2 overall. The level of theory is ωB97M-V with the def2-TZVPD basis set.

Element x y z (Å)
1 C -0.24 0.90 0.05
2 C 1.16 1.24 0.40
3 H -2.40 -1.44 -1.07
4 H -0.42 -0.71 1.50
5 H -0.26 2.88 -0.44
6 H 1.22 2.42 0.50
7 H 3.42 -0.90 -1.15
8 N -0.87 -0.31 0.40
9 N -0.90 1.96 -0.52
10 N 2.20 0.51 0.15
11 S -2.46 -0.69 0.01
12 S 1.83 -1.19 -0.15

Summary:
Charge: 0
E_HOMO in eV: -8.923
Frontier orbital gap in eV: 8.0

=====

Q: Which of them is the least stable? A: (three).